No. 1
128
Properties=species:S:1:pos:R:3 method="wB97M-V/def2-TZVPD" max_force_ev_per_a=9.6 homo_energy_ev=-8.1
C 0.2798 -6.3986 -0.0339
C 0.0086 -5.4990 -0.8015
C -0.3949 -4.3157 -1.7681
N -0.1337 -2.9873 -1.1766
C -1.3195 -2.1054 -1.1854
C -1.9387 -2.0288 0.3017
C -2.7280 -3.3718 0.6309
C -2.0954 -3.9674 1.9575
S -3.0801 -5.3402 2.6768
O -3.7602 -4.8970 3.9077
O -4.0703 -5.9100 1.7561
Cl -1.7411 -6.8313 3.2717
C 1.0798 -2.3293 -1.7120
C 1.6113 -1.1045 -0.8478
O 1.0823 0.1711 -1.2114
C 1.6042 0.6746 -2.4455
C 0.7051 1.9443 -2.8212
C 0.5325 2.9803 -1.6422
C -0.8035 3.8751 -1.7764
C -0.5215 5.1809 -0.8745
S -0.3263 4.7873 0.9062
O 1.0041 4.2520 1.2388
O -1.3976 3.8666 1.2894
Cl -0.5144 6.5374 2.0354
C 3.1630 0.9705 -2.4558
C 3.5531 1.8227 -1.0626
C 5.0199 1.4063 -0.4205
O 3.5952 1.0177 0.1763
P 2.5800 -3.5105 -1.8563
S 3.0637 -4.0121 -0.0090
H 0.6016 -7.2005 0.6810
H -1.5087 -4.4746 -1.9378
H 0.0694 -4.4566 -2.8015
H -1.1152 -1.0350 -1.4769
H -2.1691 -2.4629 -1.8448
H -1.0896 -1.8313 1.0185
H -2.7117 -1.1974 0.2859
H -3.8161 -3.1506 0.8183
H -2.6501 -4.1628 -0.1646
H -2.1000 -3.1298 2.7271
H -1.0055 -4.2563 1.8003
H 0.8384 -2.0522 -2.8011
H 1.2677 -1.3034 0.2181
H 2.7485 -1.1351 -0.7860
H 1.4174 -0.0671 -3.2977
H 1.0235 2.4120 -3.8029
H -0.3328 1.5102 -3.0227
H 1.3861 3.7187 -1.7130
H 0.4965 2.5327 -0.6120
H -1.7107 3.3506 -1.3685
H -0.9057 4.2515 -2.8328
H -1.2852 5.9881 -1.0537
H 0.4801 5.5910 -1.2255
H 3.3727 1.6687 -3.3130
H 3.8165 0.0521 -2.4295
H 3.2449 2.9460 -1.0050
H 5.2426 2.0245 0.4887
H 5.2502 0.3067 -0.5183
H 2.2569 -4.7201 -2.5398
H 3.7224 -2.8264 -2.3733
C 0.2531 -12.6441 3.8880
O 0.8558 -12.4782 2.6002
P 1.9084 -11.1270 2.5092
O 1.0154 -10.4265 1.5048
O 3.0641 -11.9897 1.7348
C 2.9272 -13.3662 1.4208
O 3.0014 -9.8151 2.5733
C 2.8583 -9.0053 3.7407
H -0.4044 -13.5142 3.8571
H 1.0245 -12.8088 4.6440
H -0.3348 -11.7597 4.1470
H 2.1110 -13.5239 0.7133
H 2.7672 -13.9563 2.3251
H 3.8527 -13.7090 0.9575
H 3.0588 -9.5975 4.6371
H 1.8461 -8.5909 3.7932
H 3.5758 -8.1863 3.6912
C -6.5653 -3.8279 3.7106
O -7.1529 -3.1723 4.8440
P -8.8452 -2.9639 4.7065
O -8.7456 -1.4547 4.6596
O -9.1126 -3.4763 6.2386
C -8.0712 -3.8725 7.1162
O -10.5369 -2.9744 4.4698
C -10.9259 -3.3176 3.1406
H -5.4901 -3.9137 3.8720
H -6.9889 -4.8287 3.5996
H -6.7478 -3.2458 2.8023
H -7.4124 -3.0318 7.3418
H -7.5005 -4.7006 6.6920
H -8.5177 -4.2175 8.0495
H -10.5891 -4.3290 2.8984
H -10.4989 -2.6074 2.4251
H -12.0133 -3.2820 3.0714
C 4.8998 8.5283 -2.8741
O 4.6423 7.3060 -2.1652
P 5.4932 5.9578 -2.7859
O 4.2278 5.2498 -3.2243
O 5.9452 5.4544 -1.2955
C 5.5769 6.1291 -0.1028
O 6.5239 4.7640 -3.4393
C 7.1310 5.1450 -4.6742
H 4.3106 9.3254 -2.4191
H 5.9600 8.7839 -2.8046
H 4.6121 8.4241 -3.9229
H 4.4951 6.1010 0.0417
H 5.9331 7.1609 -0.1152
H 6.0478 5.6231 0.7405
H 7.7593 6.0275 -4.5289
H 6.3629 5.3606 -5.4239
H 7.7536 4.3234 -5.0287
C -0.3593 10.0492 -0.5645
O 0.4742 10.8500 -1.4053
P 0.1348 10.6553 -3.0739
O 1.4720 10.0082 -3.3549
O 0.1942 12.2693 -3.3402
C 0.4622 13.2172 -2.3190
O -0.4180 10.4777 -4.6792
C -1.3392 9.4007 -4.8525
H -0.0782 10.2213 0.4755
H -1.4082 10.3234 -0.6995
H -0.2190 8.9914 -0.8036
H 1.4701 13.0854 -1.9212
H -0.2761 13.1439 -1.5185
H 0.3917 14.2170 -2.7480
H -2.2357 9.5711 -4.2509
H -0.8745 8.4535 -4.5594
H -1.6245 9.3469 -5.9030

No. 2
118
Properties=species:S:1:pos:R:3 method="wB97M-V/def2-TZVPD" max_force_ev_per_a=7.7 homo_energy_ev=-4.2 total_charge=-1
C -1.0797 0.1441 3.1864
C -0.4296 1.3765 3.8243
O -1.0705 2.3874 3.9001
O 0.8161 1.2223 4.2633
C 1.3613 2.4382 4.8286
C 1.7646 3.4734 3.7344
C 3.1117 4.1657 4.0270
C 3.7018 4.7216 2.6743
C 5.1862 4.3097 2.4898
Ga 5.4570 2.5500 1.4996
P 4.2525 2.4971 -0.5363
C 5.1665 1.3663 -1.7165
C 2.4840 1.9146 -0.2752
C 5.1743 0.8570 2.6636
F 4.2596 -0.0513 2.1425
F 4.7094 1.1325 3.9544
C 6.5637 0.1317 2.8841
F 6.9979 0.3725 4.1580
F 6.4364 -1.2217 2.7502
H -2.0352 -0.0696 3.6778
H -1.2216 0.2908 2.1072
H -0.3897 -0.7103 3.2806
H 2.2990 2.1271 5.3106
H 0.6869 2.8711 5.5800
H 1.7334 2.9562 2.7642
H 0.9912 4.2584 3.7097
H 3.8768 3.4794 4.4260
H 3.0010 4.9634 4.7802
H 3.6134 5.8251 2.7376
H 3.0327 4.4048 1.8608
H 5.6932 4.3672 3.4676
H 5.6596 5.0890 1.8615
H 7.0158 2.5226 1.0475
H 5.0246 0.2868 -1.5144
H 6.2390 1.5594 -1.5556
H 4.8847 1.5923 -2.7548
H 2.2531 1.6327 0.7614
H 2.2448 1.0679 -0.9456
H 1.8274 2.7338 -0.6099
H 7.3010 0.5743 2.2046
O 1.6288 -3.7970 -1.9651
P 3.0421 -3.8781 -1.4647
O 3.7786 -4.7473 -2.6440
C 4.0146 -4.1234 -3.9038
C 5.2534 -3.2442 -3.8663
O 2.8576 -5.0877 -0.3582
C 1.6003 -5.3146 0.2731
C 0.8879 -6.4879 -0.3680
O 4.4893 -3.4841 -0.7693
C 4.4738 -2.5293 0.3302
C 4.2691 -3.2097 1.6677
H 3.1366 -3.5454 -4.2112
H 4.1546 -4.9240 -4.6313
H 5.1000 -2.3815 -3.2145
H 5.4954 -2.8755 -4.8651
H 6.1064 -3.7978 -3.4737
H 0.9821 -4.4163 0.2538
H 1.8036 -5.5418 1.3231
H 0.7629 -6.3400 -1.4412
H -0.0959 -6.6376 0.0818
H 1.4717 -7.4016 -0.2405
H 3.7107 -1.7691 0.1553
H 5.4425 -2.0317 0.3195
H 3.2250 -3.4964 1.8060
H 4.5325 -2.5323 2.4763
H 4.8707 -4.1158 1.7460
O -6.1358 1.7785 4.0418
P -6.0052 3.2489 3.7733
O -5.1875 3.7808 5.0792
C -3.7974 3.4467 5.1957
C -2.9305 4.3629 4.3561
O -7.5297 3.7241 4.1986
C -8.6264 2.8181 4.1139
C -8.9683 2.2684 5.4830
O -5.8065 4.7020 2.9854
C -6.2306 4.7865 1.6067
C -7.6932 5.1754 1.4935
H -3.6355 2.4018 4.9187
H -3.5348 3.5551 6.2487
H -3.1106 4.2001 3.2914
H -1.8818 4.1820 4.5509
H -3.1584 5.4103 4.5668
H -8.4204 2.0155 3.4045
H -9.4802 3.3805 3.7242
H -8.1048 1.7915 5.9471
H -9.7782 1.5389 5.4174
H -9.2799 3.0756 6.1486
H -6.0332 3.8433 1.0923
H -5.6107 5.5523 1.1397
H -8.3415 4.3285 1.7202
H -7.9251 5.5028 0.4787
H -7.9397 5.9736 2.1928
O -3.5671 -2.0219 -7.0166
P -2.1959 -2.5046 -6.6450
O -1.7691 -3.3891 -7.9568
C -1.4541 -2.7069 -9.1681
C -0.0334 -2.1689 -9.1502
O -2.6161 -3.7307 -5.6274
C -3.8495 -3.6992 -4.9125
C -4.8746 -4.5904 -5.5826
O -0.6531 -2.5616 -6.0378
C -0.3574 -1.7615 -4.8629
C -0.6531 -2.5127 -3.5803
H -2.1730 -1.9013 -9.3476
H -1.5611 -3.4320 -9.9758
H 0.0722 -1.3724 -8.4105
H 0.2380 -1.7629 -10.1268
H 0.6727 -2.9548 -8.8817
H -4.2186 -2.6782 -4.8086
H -3.6469 -4.0717 -3.9048
H -5.0232 -4.3116 -6.6262
H -5.8345 -4.5347 -5.0652
H -4.5359 -5.6281 -5.5773
H -0.9075 -0.8183 -4.9035
H 0.7060 -1.5255 -4.9111
H -1.7269 -2.5400 -3.3846
H -0.1777 -2.0241 -2.7314
H -0.3035 -3.5407 -3.6389

No. 3
108
Properties=species:S:1:pos:R:3 method="wB97M-V/def2-TZVPD" max_force_ev_per_a=0.6 homo_energy_ev=-9.4
C -2.0014 3.2516 0.3513
C -1.0160 3.0038 -0.7885
O 0.1802 2.3217 -0.3534
P 0.1522 0.7362 -0.3107
O -0.8081 0.1188 0.6182
C 1.8859 0.3738 -0.0164
C 2.1767 -1.0876 0.3435
C 1.4666 -1.5959 1.6108
C 2.4072 -2.3713 2.5398
C 3.3270 -1.3794 3.2750
C 4.1836 -2.0187 4.3680
S 3.1435 -2.8647 5.5063
O 2.1969 -1.9238 6.0285
O 3.9079 -3.6742 6.3959
O 2.3985 -3.8504 4.5232
C 1.5710 -3.2109 3.4989
C 0.7976 -4.3702 2.8449
C -0.7029 -4.1881 2.8703
F 1.2166 -4.5571 1.5152
O -0.1339 0.3632 -1.8436
C -0.7951 -0.8977 -2.1105
C -2.3110 -0.7989 -1.9620
H -2.8881 2.6269 0.2597
H -1.5265 3.0572 1.3116
H -2.3325 4.2900 0.3366
H -1.4869 2.4475 -1.6012
H -0.6728 3.9471 -1.2087
H 2.4327 0.6613 -0.9163
H 2.2146 1.0336 0.7921
H 1.9443 -1.7386 -0.5029
H 3.2579 -1.1731 0.4839
H 1.0407 -0.7557 2.1646
H 0.6278 -2.2202 1.3166
H 3.0422 -3.0340 1.9429
H 2.7528 -0.5510 3.6935
H 4.0176 -0.9613 2.5389
H 4.6966 -1.2664 4.9692
H 4.8899 -2.7418 3.9614
H 0.8647 -2.5564 4.0172
H 1.0675 -5.2839 3.3797
H -1.1918 -5.0520 2.4222
H -1.0034 -3.2913 2.3250
H -1.0330 -4.0764 3.9045
H -0.5220 -1.1451 -3.1357
H -0.3777 -1.6780 -1.4726
H -2.6283 -1.3779 -1.0941
H -2.8367 -1.1921 -2.8321
H -2.6111 0.2281 -1.7603
C -2.8226 5.3785 -5.0545
C -2.5870 4.5391 -3.8119
O -3.6148 4.6156 -2.8387
C -4.8907 4.1618 -3.2610
C -4.9123 2.7067 -3.6988
H -3.0398 6.4118 -4.7805
H -1.9308 5.3636 -5.6821
H -3.6540 5.0034 -5.6532
H -1.6895 4.8841 -3.2970
H -2.4092 3.4930 -4.0902
H -5.2801 4.8024 -4.0605
H -5.5378 4.3032 -2.3955
H -4.3518 2.5502 -4.6216
H -5.9379 2.3830 -3.8785
H -4.4768 2.0688 -2.9271
C -7.1006 -2.9529 -2.3141
C -6.1147 -1.8189 -2.5385
O -5.4236 -1.8949 -3.7762
C -6.2362 -1.8473 -4.9361
C -7.0066 -0.5487 -5.0960
H -6.6099 -3.9164 -2.4577
H -7.4893 -2.9080 -1.2962
H -7.9520 -2.9000 -2.9936
H -5.3325 -1.8550 -1.7797
H -6.6156 -0.8493 -2.4352
H -6.9181 -2.7046 -4.9624
H -5.5434 -1.9675 -5.7694
H -7.7761 -0.4276 -4.3320
H -7.5009 -0.5262 -6.0678
H -6.3247 0.3001 -5.0308
C 1.1905 2.2024 -4.3380
C 0.6800 2.1191 -5.7655
O 1.3881 2.9291 -6.6884
C 2.7660 2.6330 -6.8305
C 3.0486 1.2272 -7.3337
H 1.2493 3.2441 -4.0161
H 0.5146 1.6680 -3.6704
H 2.1814 1.7579 -4.2275
H -0.3476 2.4825 -5.8125
H 0.6645 1.0756 -6.1025
H 3.2980 2.8125 -5.8889
H 3.1351 3.3645 -7.5495
H 2.7846 0.4662 -6.5980
H 4.1118 1.1199 -7.5516
H 2.4849 1.0291 -8.2463
C 4.4620 -1.7446 9.4128
C 5.4742 -1.2002 8.4217
O 6.0855 0.0183 8.8164
C 6.8301 -0.0351 10.0191
C 8.0031 -1.0007 9.9794
H 3.7278 -0.9781 9.6647
H 3.9437 -2.5937 8.9676
H 4.9330 -2.0842 10.3368
H 4.9687 -0.9666 7.4838
H 6.2331 -1.9578 8.1964
H 6.1765 -0.2692 10.8675
H 7.1934 0.9822 10.1678
H 7.6776 -2.0406 9.9316
H 8.6075 -0.8853 10.8801
H 8.6317 -0.8001 9.1105

No. 4
124
Properties=species:S:1:pos:R:3 method="wB97M-V/def2-TZVPD" max_force_ev_per_a=2.8 homo_energy_ev=-8.3 e_above_lowest_ev=1.349
N -0.8545 2.6860 -0.3674
C -1.2678 1.6712 -0.7378
O -1.5247 0.5064 -1.4042
N -1.2535 -0.5682 -0.5521
P -2.4463 -1.8469 -0.6343
P -4.2548 -0.8782 0.1945
O -5.0193 -1.8043 1.0826
O -5.1835 -0.1996 -0.9947
O -3.6510 0.3223 1.1871
C 0.0487 -1.1813 -0.8116
O 0.5626 -1.1431 -1.8907
O 0.5979 -1.8320 0.2828
H -2.6870 -2.2344 -1.9953
H -5.0111 -0.6460 -1.8432
H -2.9973 -0.1643 1.7379
H -0.0979 -2.4472 0.6111
C -2.8821 -3.6560 1.9741
O -2.2140 -2.6968 2.3512
N -2.6757 -4.9366 2.3316
C -3.5102 -6.0140 1.8399
C -1.5805 -5.2486 3.2409
H -3.7313 -3.5318 1.2906
H -3.9841 -6.5164 2.6858
H -2.8898 -6.7291 1.2948
H -4.2836 -5.6322 1.1736
H -1.7266 -4.7120 4.1795
H -0.6370 -4.9234 2.8006
H -1.5427 -6.3191 3.4345
C 5.5290 -0.8892 0.4647
O 5.3162 -1.8099 1.2404
N 4.7137 -0.5304 -0.5443
C 5.0156 0.5718 -1.4368
C 3.4882 -1.2871 -0.7312
H 6.4340 -0.2644 0.5375
H 4.2190 1.3169 -1.3694
H 5.0781 0.1981 -2.4605
H 5.9636 1.0378 -1.1705
H 2.8874 -1.2221 0.1757
H 3.7399 -2.3349 -0.9089
H 2.9216 -0.9002 -1.5741
C -1.2709 -1.8815 6.4463
O -1.0156 -2.1734 7.5986
N -1.2779 -0.6224 5.9443
C -1.5930 -0.3495 4.5568
C -0.9593 0.4843 6.8268
H -1.5255 -2.6469 5.6946
H -0.7394 0.1467 4.0865
H -2.4672 0.3067 4.5105
H -1.8104 -1.2726 4.0187
H 0.0441 0.3445 7.2343
H -1.6707 0.5029 7.6549
H -1.0056 1.4269 6.2834
C 2.4168 -3.8323 3.5836
O 1.4455 -4.4699 3.9574
N 3.6462 -3.8814 4.1417
C 4.7507 -3.0872 3.6304
C 3.8647 -4.7527 5.2814
H 2.3619 -3.1404 2.7265
H 5.5566 -3.7547 3.3178
H 5.1122 -2.4238 4.4209
H 4.4340 -2.4888 2.7787
H 3.6388 -5.7829 4.9980
H 3.1951 -4.4614 6.0933
H 4.8981 -4.6837 5.6170
C 7.6658 -2.1266 -1.9464
O 7.6248 -1.3425 -2.8790
N 7.5608 -3.4694 -2.0486
C 7.6180 -4.3359 -0.8885
C 7.3846 -4.0604 -3.3650
H 7.7965 -1.7827 -0.9067
H 8.4565 -5.0280 -0.9971
H 6.6871 -4.9029 -0.8165
H 7.7514 -3.7543 0.0237
H 8.2325 -3.7894 -3.9963
H 6.4747 -3.6667 -3.8178
H 7.3157 -5.1439 -3.2909
C 6.1213 -4.4978 -7.3245
O 6.2869 -4.8340 -6.1676
N 6.1856 -3.2247 -7.7800
C 5.9776 -2.8937 -9.1751
C 6.4729 -2.1573 -6.8363
H 5.8982 -5.2310 -8.1177
H 6.8742 -2.4087 -9.5679
H 5.1293 -2.2105 -9.2607
H 5.7728 -3.7903 -9.7596
H 7.4399 -2.3413 -6.3647
H 5.7056 -2.1448 -6.0599
H 6.4921 -1.1959 -7.3467
C -3.4029 3.9570 -2.7557
O -3.4800 4.0599 -3.9681
N -4.2303 4.5475 -1.8665
C -4.0776 4.3627 -0.4364
C -5.3056 5.3925 -2.3554
H -2.6172 3.3524 -2.2729
H -4.9936 3.9236 -0.0323
H -3.9016 5.3332 0.0307
H -3.2396 3.7012 -0.2199
H -5.9556 4.8064 -3.0016
H -4.8810 6.2141 -2.9381
H -5.8800 5.7918 -1.5248
C -2.9670 8.2807 -0.3068
O -3.9027 7.6371 0.1293
N -1.7059 8.2529 0.1851
C -0.6383 9.0482 -0.3867
C -1.4163 7.3975 1.3221
H -3.0801 8.9597 -1.1680
H 0.1589 8.3860 -0.7321
H -0.2435 9.7233 0.3763
H -1.0020 9.6365 -1.2286
H -1.6444 6.3618 1.0627
H -2.0452 7.6914 2.1648
H -0.3673 7.4816 1.6016
C -8.5823 3.8002 -0.8959
O -7.8064 4.2739 -1.7040
N -9.3209 4.5156 -0.0142
C -10.2274 3.8837 0.9229
C -9.1980 5.9624 -0.0103
H -8.7481 2.7128 -0.8170
H -11.2416 4.2496 0.7459
H -9.9247 4.1347 1.9423
H -10.2141 2.8007 0.8043
H -9.4708 6.3508 -0.9935
H -8.1616 6.2368 0.1962
H -9.8488 6.3955 0.7476